Computed, not measured: one molecule with the formula C4H8O2, with the ωB97M-V functional and the def2-TZVPD basis.

The calculation puts the HOMO-LUMO gap at 10.60 eV. As for the molar mass: 88.1 g/mol. As for the highest occupied orbital energy: -9.70 eV. Its energy relative to the best compared isomer or geometry (same formula, charge and spin) is 1.5930 eV. The calculation puts the total energy at -8371.6888 eV.

Cartesian coordinates (Å):
C (-1.464, -1.615, -0.009)
O (-0.717, -0.462, -0.309)
C (0.010, 0.010, 0.800)
C (0.797, 1.239, 0.372)
C (1.844, 0.998, -0.689)
O (2.798, 1.724, -0.842)
H (-1.992, -1.907, -0.920)
H (-2.201, -1.428, 0.788)
H (-0.815, -2.446, 0.310)
H (0.674, -0.782, 1.187)
H (-0.674, 0.286, 1.620)
H (1.294, 1.709, 1.226)
H (0.091, 1.971, -0.041)
H (1.675, 0.119, -1.346)

Forces on the atoms, in the same order (eV/Å):
C -0.2 -0.2 0.0
O 0.0 0.1 0.0
C 0.1 0.1 0.2
C 0.0 0.1 0.1
C 0.2 0.1 0.0
O -0.4 -0.4 0.0
H 0.1 0.0 0.1
H 0.1 0.0 -0.1
H -0.1 0.1 -0.1
H 0.0 0.1 -0.1
H 0.1 -0.1 -0.1
H -0.1 0.0 -0.1
H 0.1 0.0 0.0
H 0.1 0.1 0.1

The net atomic charges from natural (NBO), expressed in e, are: C -0.248; O -0.543; C -0.058; C -0.538; C 0.444; O -0.518; H 0.197; H 0.166; H 0.166; H 0.164; H 0.173; H 0.236; H 0.242; H 0.116



Computed, not measured: a 8-piece molecular cluster, H16O7S overall, with the ωB97M-V functional and the def2-TZVPD basis.

The calculation puts the HOMO-LUMO gap at 9.25 eV. As for the molar mass: 160.2 g/mol. As for the highest occupied orbital energy: -9.01 eV. Its energy relative to the best compared isomer or geometry (same formula, charge and spin) is 2.9199 eV. The calculation puts the total energy at -25425.9474 eV.

Cartesian coordinates (Å):
S (-3.335, -0.149, -2.867)
H (-2.230, -0.766, -3.253)
H (-2.862, 0.461, -1.793)
H (-1.581, 1.347, -0.317)
H (-2.777, 1.736, 0.692)
O (-2.367, 0.971, 0.094)
H (1.004, 2.653, 0.288)
H (0.318, 1.715, 1.082)
O (0.181, 2.245, 0.204)
H (3.169, -2.193, -2.159)
H (2.222, -1.076, -1.785)
O (2.260, -2.119, -1.734)
H (-0.340, -3.665, -0.862)
H (0.538, -2.439, -1.197)
O (-0.199, -2.747, -0.714)
H (1.158, 1.809, 3.614)
H (0.535, 0.922, 2.692)
O (0.929, 1.686, 2.765)
H (0.635, 0.756, -1.216)
H (2.122, 1.291, -1.223)
O (1.604, 0.613, -1.460)
H (-0.261, -1.579, 3.623)
H (-0.457, -0.823, 2.299)
O (-0.265, -0.649, 3.226)

Forces on the atoms, in the same order (eV/Å):
S -1.0 0.0 -0.7
H 0.5 -0.1 0.2
H 0.3 0.0 0.4
H 0.1 0.5 0.3
H 1.6 -2.4 -2.1
O -1.6 2.1 2.1
H 2.1 1.7 -0.4
H -1.0 1.4 -2.1
O -1.4 -2.5 2.3
H -1.7 -0.6 0.8
H -0.6 -2.4 0.5
O 2.4 3.1 -1.3
H 0.2 -0.9 -0.4
H 1.6 -0.1 -1.0
O -1.9 0.8 1.6
H 1.2 0.7 4.6
H -3.2 -6.7 0.2
O 2.3 6.0 -4.3
H 2.4 0.3 -0.2
H 2.4 4.0 1.5
O -4.3 -4.5 -1.6
H 0.1 2.0 -0.7
H -0.2 -0.2 -0.2
O -0.1 -2.2 0.8

The net atomic charges from natural (NBO), expressed in e, are: S -0.320; H 0.138; H 0.168; H 0.487; H 0.487; O -0.963; H 0.471; H 0.497; O -0.977; H 0.476; H 0.508; O -0.998; H 0.468; H 0.492; O -0.971; H 0.480; H 0.472; O -0.942; H 0.516; H 0.469; O -0.968; H 0.495; H 0.487; O -0.972



Computed, not measured: a 2-piece molecular cluster, C3H4FO3 overall, with the ωB97M-V functional and the def2-TZVPD basis.

The calculation puts the HOMO-LUMO gap at 6.06 eV. As for the molar mass: 107.1 g/mol. As for the highest occupied orbital energy: -2.04 eV. The total charge is -1. Its energy relative to the best compared isomer or geometry (same formula, charge and spin) is 2.4639 eV. The calculation puts the total energy at -12035.1541 eV.

Cartesian coordinates (Å):
C (-0.094, -0.827, -2.203)
C (0.729, -0.203, 0.948)
C (-0.416, 0.544, 0.060)
O (-0.046, 0.019, -3.024)
O (-0.186, -1.872, -1.660)
O (-1.547, 0.699, 0.908)
F (0.082, 1.892, -0.144)
H (1.249, 0.636, 1.566)
H (0.181, -0.998, 1.508)
H (1.501, -0.515, 0.197)
H (-1.453, 0.625, 1.842)

Forces on the atoms, in the same order (eV/Å):
C -1.1 0.3 0.5
C -0.4 2.4 -1.3
C 1.1 -1.1 0.9
O 0.3 -0.7 0.6
O 0.5 0.5 -0.7
O -1.1 0.1 -2.1
F 0.2 -0.1 0.3
H -0.9 -1.5 -0.3
H 1.0 0.4 -0.3
H -0.6 -0.4 1.0
H 1.0 0.0 1.4

The net atomic charges from natural (NBO), expressed in e, are: C 1.015; C -0.751; C 0.192; O -0.582; O -0.591; O -0.801; F -0.474; H 0.170; H 0.196; H 0.200; H 0.425



Computed, not measured: C4H14N2O2 as an isolated structure, with the ωB97M-V functional and the def2-TZVPD basis.

The calculation puts the HOMO-LUMO gap at 8.75 eV. As for the molar mass: 122.2 g/mol. As for the highest occupied orbital energy: -7.79 eV. Its energy relative to the best compared isomer or geometry (same formula, charge and spin) is 3.8074 eV. The calculation puts the total energy at -11446.8827 eV.

Cartesian coordinates (Å):
C (-0.595, 0.478, -1.144)
C (-0.546, -0.847, 1.186)
C (-1.192, -0.732, -1.818)
C (-1.568, 1.506, -0.610)
O (0.579, 0.797, -1.381)
O (0.264, -1.931, 0.709)
H (1.479, 1.263, 0.103)
H (0.656, -2.416, 1.445)
H (-0.583, -0.844, 2.288)
H (-1.581, -1.045, 0.903)
H (-0.607, -1.611, -1.555)
H (-2.231, -0.898, -1.547)
H (-1.099, -0.610, -2.897)
H (-2.370, 1.043, -0.040)
H (-1.049, 2.239, 0.006)
H (-2.007, 2.032, -1.462)
N (1.661, 0.831, 1.040)
N (2.731, -0.136, 0.982)
H (2.307, -0.966, 0.560)
H (0.424, 0.131, 1.165)
H (1.885, 1.530, 1.741)
H (3.440, 0.187, 0.325)

Forces on the atoms, in the same order (eV/Å):
C 0.7 1.2 -1.7
C 1.8 1.2 1.5
C 0.3 -0.4 0.4
C 0.2 -0.1 0.4
O -1.3 -0.7 0.4
O 0.5 -1.0 -0.1
H 0.2 -0.3 1.0
H -0.3 0.1 -0.1
H -0.1 -0.4 0.0
H 0.0 0.5 -0.4
H 0.0 0.0 0.1
H 0.0 0.0 0.0
H -0.1 0.2 0.0
H 0.0 0.0 0.0
H 0.0 0.0 0.0
H 0.0 -0.1 -0.1
N 0.8 0.6 -0.7
N -0.1 0.0 -0.3
H 0.1 0.2 0.2
H -2.6 -1.0 -0.6
H 0.0 -0.1 -0.1
H -0.1 0.0 0.1

The net atomic charges from natural (NBO), expressed in e, are: C 0.657; C -0.463; C -0.739; C -0.719; O -0.644; O -0.785; H 0.406; H 0.469; H 0.160; H 0.170; H 0.266; H 0.214; H 0.241; H 0.225; H 0.224; H 0.235; N -0.654; N -0.665; H 0.373; H 0.324; H 0.366; H 0.338



Computed, not measured: C4H5AuLiO2 as an isolated structure, with the ωB97M-V functional and the def2-TZVPD basis.

Its multiplicity is 4. The calculation puts the HOMO-LUMO gap (alpha / beta) at 9.97 / 6.28 eV. As for the molar mass: 289.0 g/mol. As for the highest occupied orbital energy (alpha / beta): -27.17 / -27.81 eV. The total charge is +4. The calculation puts the total energy at -12159.5608 eV.

Cartesian coordinates (Å):
H (0.375, 1.409, -1.680)
C (0.624, 1.587, -0.619)
C (-0.329, 1.195, 0.374)
O (1.741, 2.029, -0.318)
Li (3.153, 2.944, -1.073)
H (-1.355, 1.011, 0.048)
H (-0.160, 1.517, 1.403)
C (-0.013, -1.355, 1.026)
C (-0.691, -1.979, 0.085)
O (-1.530, -2.245, -0.710)
Au (-2.376, -3.446, -1.522)
H (-0.514, -1.218, 1.988)
H (1.075, -1.449, 0.997)

Forces on the atoms, in the same order (eV/Å):
H 0.2 0.2 -0.6
C -0.2 -0.4 1.2
C -0.7 1.9 0.0
O -1.2 -0.6 -0.5
Li 1.9 1.3 -0.5
H 0.2 -0.3 -0.1
H 0.2 -0.4 0.1
C 0.7 -1.9 0.0
C -1.3 0.2 0.5
O 6.9 9.0 5.7
Au -6.7 -9.7 -6.2
H -0.2 0.2 0.2
H 0.2 0.4 0.0

The net atomic charges from natural (NBO), expressed in e, are: H 0.360; C 0.244; C -0.127; O -0.083; Li 0.996; H 0.284; H 0.302; C -0.416; C 0.767; O -0.473; Au 1.411; H 0.379; H 0.356



Computed, not measured: a 2-piece molecular cluster, C4H10O2 overall, with the ωB97M-V functional and the def2-TZVPD basis.

The calculation puts the HOMO-LUMO gap at 10.32 eV. As for the molar mass: 90.1 g/mol. As for the highest occupied orbital energy: -9.77 eV. Its energy relative to the best compared isomer or geometry (same formula, charge and spin) is 0.6698 eV. The calculation puts the total energy at -8404.8773 eV.

Cartesian coordinates (Å):
O (-0.077, -1.585, 1.390)
C (0.398, -0.691, 0.718)
C (0.044, 0.752, 0.960)
C (1.458, -2.559, -0.582)
C (1.395, -1.012, -0.396)
H (-1.050, 0.826, 1.079)
H (0.363, 1.475, 0.190)
H (0.521, 1.023, 1.917)
H (1.953, -2.731, -1.553)
H (0.466, -3.041, -0.603)
H (2.063, -3.032, 0.210)
H (2.423, -0.623, -0.267)
H (0.980, -0.567, -1.321)
O (-3.911, 3.914, -0.880)
H (-3.329, 4.660, -0.611)
H (-3.694, 3.190, -0.250)

Forces on the atoms, in the same order (eV/Å):
O 0.1 0.7 -0.3
C 0.7 -0.4 0.0
C -0.4 0.5 0.3
C 0.5 0.4 -0.4
C -0.6 -1.3 -0.3
H 0.4 0.0 0.1
H 0.0 -0.5 0.2
H -0.3 0.1 -0.3
H -0.1 -0.2 0.4
H 0.4 0.4 0.1
H -0.3 0.2 -0.3
H -0.7 0.2 0.2
H 0.3 0.0 0.3
O 0.8 0.0 0.9
H -0.6 -0.8 -0.3
H -0.2 0.8 -0.7

The net atomic charges from natural (NBO), expressed in e, are: O -0.544; C 0.594; C -0.725; C -0.604; C -0.515; H 0.238; H 0.220; H 0.245; H 0.202; H 0.224; H 0.214; H 0.233; H 0.218; O -0.939; H 0.470; H 0.469